Record 1
ORCA calculation (the ωB97M-V functional and the def2-TZVPD basis) on a single C4H6N2 molecule.

```
12
Properties=species:S:1:pos:R:3:forces:R:3:nbo_charge:R:1
N -0.8765 -1.2197 -0.2536 -0.508 -0.192 -0.577 -0.62
C -1.0751 0.1689 -0.1304 -0.350 0.144 -0.013 -0.07
C -0.0074 -0.3944 -1.0165 0.068 -0.054 -0.381 -0.09
C 1.0643 0.4360 -0.2098 0.194 -0.024 -0.085 -0.09
N 1.0848 0.0694 1.1822 -0.048 -0.257 0.137 -0.56
C 0.0154 0.9274 0.7111 -0.120 0.199 0.105 -0.13
H -0.7643 -1.9753 0.3893 0.616 0.107 0.697 0.38
H -2.0160 0.6066 -0.4447 0.083 0.035 0.166 0.21
H -0.0134 -0.5700 -2.0862 0.127 0.393 0.062 0.21
H 1.8926 0.9760 -0.6610 -0.112 -0.247 0.114 0.21
H 0.7683 -0.8876 1.3192 0.066 -0.038 0.049 0.34
H -0.1219 1.8751 1.2193 -0.016 -0.067 -0.274 0.21
```
Forces are in eV/Å.

## Properties
relative energy (zero: lowest compared OMol25 entry of this formula, charge and spin): 410.4 kJ/mol
DFT total energy: -265.37926 Eh
gap between HOMO and LUMO: 10.39 eV
largest force on an atom: 0.936 eV Å⁻¹
HOMO level: -9.087 eV

***

Record 2
ORCA calculation (the ωB97M-V functional and the def2-TZVPD basis) on a single C3H10N4 molecule.

```
17
Properties=species:S:1:pos:R:3:forces:R:3:nbo_charge:R:1
C 1.5991 -1.7382 0.1196 -2.190 0.225 -7.449 -0.40
N 0.1302 -1.3080 -0.2343 2.505 0.152 1.577 -0.63
C -0.0735 0.0184 0.0435 -2.847 0.858 -0.232 0.54
N -1.3256 0.6038 0.0999 3.973 -2.677 0.286 -0.44
N -2.2641 -0.5336 -0.0012 2.817 0.268 -2.892 -0.70
N 1.1440 0.7580 0.1888 -1.355 2.225 -5.216 -0.61
C 0.6938 2.1937 -0.0495 -0.138 1.670 1.001 -0.44
H 2.2334 -0.9194 -0.5709 -1.157 -3.326 1.806 0.19
H 1.5630 -2.8145 -0.3273 0.977 1.922 1.289 0.22
H 1.8527 -1.5469 1.0745 0.772 0.044 3.337 0.19
H -0.6094 -1.8594 0.1811 -0.127 -0.225 -0.315 0.41
H -2.8794 -0.3844 0.6894 -2.910 0.677 3.150 0.34
H -2.7539 -0.3241 -0.8588 -0.264 -0.276 -0.244 0.35
H 1.6639 0.6700 -0.9055 -1.712 -0.316 4.141 0.36
H 0.3222 2.7262 0.9497 0.874 -1.278 -2.244 0.21
H 1.6271 2.6485 -0.4270 -0.594 0.477 0.482 0.19
H -0.1272 2.3194 -0.8592 1.377 -0.421 1.523 0.22
```
Forces are in eV/Å.

## Properties
relative energy (zero: lowest compared OMol25 entry of this formula, charge and spin): 378.9 kJ/mol
DFT total energy: -339.18362 Eh
gap between HOMO and LUMO: 9.30 eV
largest force on an atom: 7.767 eV Å⁻¹
HOMO level: -8.580 eV

***

Record 3
ORCA calculation (the ωB97M-V functional and the def2-TZVPD basis) on a molecular structure, CH3ClO2P.

```
8
Properties=species:S:1:pos:R:3:forces:R:3:nbo_charge:R:1
C 0.4059 -0.6185 0.0681 0.617 1.213 -0.269 -0.44
O 0.4123 2.4905 -0.5501 1.768 0.908 -1.507 -1.15
O 1.0209 -1.7844 0.7949 -0.192 1.990 -0.706 -0.76
P -0.3941 1.6848 0.3566 0.688 -1.685 3.137 1.12
Cl -2.1851 1.5966 -0.6789 -1.648 -0.705 -0.906 -0.48
H 0.9859 -0.3554 -0.7979 1.089 0.066 -0.195 0.14
H 0.2011 -2.0066 1.2027 -0.466 -1.015 1.057 0.45
H -0.4469 -1.0071 -0.3955 -1.857 -0.772 -0.611 0.12
```
Forces are in eV/Å.

## Properties
relative energy (zero: lowest compared OMol25 entry of this formula, charge and spin): 393.4 kJ/mol
DFT total energy: -991.94963 Eh
gap between HOMO and LUMO: 6.69 eV
largest force on an atom: 3.627 eV Å⁻¹
net charge: -1
HOMO level: -2.708 eV

***

Record 4
ORCA calculation (the ωB97M-V functional and the def2-TZVPD basis) on a molecular structure, C10H28BrNiO6.

```
46
Properties=species:S:1:pos:R:3:forces:R:3:lowdin_spin:R:1
Ni -0.0342 -0.3694 -1.1347 0.436 0.618 -0.316 1.77
Br 0.8456 0.1882 -3.3415 -0.144 0.073 0.472 0.07
C 0.0440 -1.2822 2.0377 -0.349 1.000 1.430 0.00
O -0.5740 -1.0174 0.7528 -0.003 -0.620 0.864 0.02
H 1.1175 -1.0974 2.0765 -0.201 -0.296 -0.791 0.00
H -0.3500 -0.5759 2.7684 -0.130 0.324 -0.268 0.00
H -0.2104 -2.2287 2.5147 0.121 -0.519 -0.906 0.00
H -1.4678 -1.3650 0.7957 -0.085 -0.034 0.116 0.00
C -2.4921 1.0144 -2.6019 -0.775 0.419 -0.092 0.00
O -2.0645 -0.0260 -1.6719 0.758 0.229 -0.531 0.03
H -2.1956 2.0253 -2.3221 0.168 -0.207 0.712 0.00
H -2.0902 0.9361 -3.6121 0.150 -0.946 0.292 0.00
H -3.5813 0.9868 -2.6304 0.062 -0.004 -0.154 0.00
H -2.7792 -0.3178 -1.1013 -0.242 0.267 -0.234 0.00
C -1.0466 -3.2246 -2.0236 -1.041 0.097 -1.010 0.00
O -0.0028 -2.3755 -1.5844 -0.051 -1.235 0.212 0.03
C 1.0398 -3.1384 -0.9743 1.488 0.148 -0.965 0.00
C 2.2767 -2.2487 -0.9600 -1.180 -2.290 -1.370 0.00
O 1.8742 -1.1118 -0.3367 1.363 1.923 1.699 0.03
C 3.0615 -0.5501 0.2560 -1.422 1.343 1.492 0.00
H -1.6189 -3.6691 -1.2093 0.210 -0.066 0.244 0.00
H -0.7001 -3.9979 -2.7092 0.459 -0.166 0.337 0.00
H -1.7401 -2.6695 -2.6554 0.079 0.459 0.279 0.00
H 1.3113 -3.9921 -1.5953 -0.444 -0.199 -0.129 0.00
H 0.8285 -3.4992 0.0323 -0.478 0.217 0.083 0.00
H 2.5903 -1.9435 -1.9583 0.231 -0.616 -0.299 0.00
H 3.0428 -2.8049 -0.4196 0.268 0.210 0.035 0.00
H 2.6790 0.3664 0.7052 0.597 0.624 -0.531 0.00
H 3.9235 -0.4537 -0.4042 -0.354 0.132 -0.203 0.00
H 3.3212 -1.0887 1.1673 0.235 -0.747 -0.287 0.00
C 1.0393 2.5307 -0.6232 -0.926 0.125 0.461 0.00
O -0.0134 1.6045 -0.2235 -0.318 0.426 0.368 0.03
C -1.1872 2.2998 0.2847 -0.350 0.599 0.906 0.00
C -1.0792 2.8228 1.7900 -0.256 -1.401 -1.712 0.00
O -0.5243 1.7396 2.4874 0.800 0.449 1.388 0.00
C -0.3004 2.0556 3.8838 0.284 0.554 -0.445 0.00
H 1.9072 1.9817 -0.9885 -0.386 -0.012 -0.151 0.00
H 1.3155 3.1300 0.2443 0.106 -0.023 0.051 0.00
H 0.5759 3.1799 -1.3660 0.540 0.025 -0.294 0.00
H -2.0695 1.6717 0.1613 0.425 -0.459 0.235 0.00
H -1.4237 3.1692 -0.3287 0.373 0.152 -0.276 0.00
H -2.0335 3.0320 2.2735 -0.566 0.171 -0.682 0.00
H -0.5517 3.7765 1.7722 0.771 -0.162 0.435 0.00
H 0.6436 1.6161 4.2060 -0.183 -0.255 -0.054 0.00
H -1.1149 1.7873 4.5567 -0.179 -0.470 -0.283 0.00
H -0.1920 3.1328 4.0100 0.142 0.143 -0.125 0.00
```
Forces are in eV/Å.

## Properties
DFT total energy: -4931.27555 Eh
gap between HOMO and LUMO (alpha / beta): 8.75 / 8.67 eV
largest force on an atom: 2.917 eV Å⁻¹
multiplicity: 3
net charge: +1
HOMO level (alpha / beta): -11.595 / -11.535 eV

***

What did the third record say?
ORCA calculation (the ωB97M-V functional and the def2-TZVPD basis) on a molecular structure, CH3ClO2P.

```
8
Properties=species:S:1:pos:R:3:forces:R:3:nbo_charge:R:1
C 0.4059 -0.6185 0.0681 0.617 1.213 -0.269 -0.44
O 0.4123 2.4905 -0.5501 1.768 0.908 -1.507 -1.15
O 1.0209 -1.7844 0.7949 -0.192 1.990 -0.706 -0.76
P -0.3941 1.6848 0.3566 0.688 -1.685 3.137 1.12
Cl -2.1851 1.5966 -0.6789 -1.648 -0.705 -0.906 -0.48
H 0.9859 -0.3554 -0.7979 1.089 0.066 -0.195 0.14
H 0.2011 -2.0066 1.2027 -0.466 -1.015 1.057 0.45
H -0.4469 -1.0071 -0.3955 -1.857 -0.772 -0.611 0.12
```
Forces are in eV/Å.

## Properties
relative energy (zero: lowest compared OMol25 entry of this formula, charge and spin): 393.4 kJ/mol
DFT total energy: -991.94963 Eh
gap between HOMO and LUMO: 6.69 eV
largest force on an atom: 3.627 eV Å⁻¹
net charge: -1
HOMO level: -2.708 eV